Computed, not measured: an isolated ion of composition CH3F2N4 and charge +1, with ωB97M-V/def2-TZVPD.

ΔE to the lowest compared entry with this formula, charge and spin   211.5 kJ/mol
Net charge   +1
Calculated total energy   -12465.0344 eV
HOMO   -15.7 eV
Strongest force on any atom   5.05 eV/Å

Element x y z (Å)
C: 0.224 0.562 -0.384
N: 1.145 2.568 0.555
N: -0.417 -0.298 0.497
N: 0.795 1.572 0.041
N: -0.908 -1.395 0.240
F: -1.773 -1.410 -1.039
F: -0.057 -2.468 -0.294
H: 0.329 0.292 -1.520
H: 2.070 2.605 0.897
H: -1.409 -2.028 1.007

Calculated atomic charges, method Löwdin, unit e:
1. C -0.04
2. N 0.35
3. N 0.09
4. N 0.08
5. N -0.07
6. F -0.04
7. F -0.01
8. H 0.22
9. H 0.14
10. H 0.29


Computed, not measured: C16H16Cl5CuO5PS as an isolated structure, with ωB97M-V/def2-TZVPD.

Expectation value of S²   0.753
ΔE to the lowest compared entry with this formula, charge and spin   99.6 kJ/mol
Net charge   0
Calculated total energy   -154466.6483 eV
2S+1   2
HOMO (spin up / spin down)   -8.4 / -8.4 eV
Strongest force on any atom   1.33 eV/Å

Element x y z (Å)
Cu: 0.286 0.434 -0.158
Cl: 5.768 0.697 4.036
C: 4.247 0.396 3.314
C: 4.132 0.298 1.923
Cl: 5.530 0.428 0.945
C: 2.891 0.095 1.351
Cl: 2.661 0.042 -0.368
C: 1.710 -0.042 2.120
O: 0.564 -0.274 1.601
C: 1.863 0.070 3.527
Cl: 0.445 -0.092 4.468
C: 3.104 0.273 4.109
Cl: 3.231 0.389 5.810
C: -2.369 2.908 0.253
P: -0.614 3.288 0.531
C: -0.268 2.955 2.289
C: -0.402 5.076 0.226
O: 0.340 2.532 -0.355
H: -2.996 3.488 0.927
H: -2.532 1.841 0.405
H: -2.622 3.140 -0.780
H: -0.805 3.639 2.941
H: 0.804 3.044 2.459
H: -0.570 1.928 2.498
H: -1.028 5.664 0.891
H: -0.671 5.277 -0.809
H: 0.644 5.333 0.372
C: -0.274 -4.671 -4.628
C: -0.828 -3.836 -3.514
C: -1.982 -3.083 -3.702
C: -2.469 -2.280 -2.686
C: -1.806 -2.246 -1.481
C: -0.663 -2.986 -1.261
C: -0.183 -3.791 -2.280
S: -2.321 -1.060 -0.258
O: -3.686 -0.681 -0.496
O: -2.001 -1.540 1.057
O: -1.415 0.095 -0.677
H: -0.681 -4.349 -5.582
H: -0.527 -5.720 -4.487
H: 0.808 -4.586 -4.656
H: -2.495 -3.119 -4.653
H: -3.350 -1.668 -2.800
H: -0.175 -2.919 -0.300
H: 0.708 -4.386 -2.127

Calculated atomic charges, method Löwdin, unit e:
1. Cu 0.57
2. Cl 0.68
3. C -0.73
4. C -0.71
5. Cl 0.71
6. C -0.55
7. Cl 0.84
8. C -0.48
9. O -0.17
10. C -0.62
11. Cl 0.75
12. C -0.71
13. Cl 0.71
14. C -0.15
15. P 0.61
16. C -0.15
17. C -0.16
18. O -0.40
19. H 0.06
20. H 0.03
21. H 0.07
22. H 0.06
23. H 0.06
24. H 0.03
25. H 0.05
26. H 0.06
27. H 0.06
28. C -0.05
29. C -0.27
30. C -0.03
31. C -0.05
32. C -0.28
33. C -0.05
34. C -0.03
35. S 0.52
36. O -0.29
37. O -0.28
38. O -0.41
39. H 0.07
40. H 0.09
41. H 0.08
42. H 0.11
43. H 0.11
44. H 0.12
45. H 0.12


Computed, not measured: a 2-piece molecular cluster, C7H13O overall, with ωB97M-V/def2-TZVPD.

ΔE to the lowest compared entry with this formula, charge and spin   679.3 kJ/mol
Net charge   -1
Calculated total energy   -9509.3745 eV
HOMO   -1.8 eV
Strongest force on any atom   6.00 eV/Å

Element x y z (Å)
C: -2.699 0.483 -0.099
O: -3.400 -0.685 -0.081
C: -1.225 0.284 0.351
C: -0.496 -0.737 -0.610
C: 0.839 -1.079 0.007
C: 1.665 1.257 0.787
C: 1.687 0.179 -0.162
C: 2.763 0.017 -1.102
H: -2.664 0.949 -1.156
H: -3.198 1.252 0.515
H: -0.668 1.128 0.630
H: -1.452 -0.351 1.237
H: -1.113 -1.655 -0.777
H: -0.437 -0.206 -1.576
H: 1.411 -1.911 -0.376
H: 0.635 -1.222 1.097
H: 2.645 1.723 0.741
H: 1.006 1.552 1.587
H: -1.520 -0.837 1.925
H: 2.578 -0.726 -1.904
H: 3.644 0.585 -1.034

Calculated atomic charges, method Löwdin, unit e:
1. C -0.48
2. O -0.31
3. C -0.15
4. C -0.18
5. C -0.21
6. C -0.07
7. C -0.48
8. C -0.07
9. H 0.13
10. H 0.08
11. H 0.06
12. H -0.01
13. H 0.12
14. H 0.13
15. H 0.09
16. H 0.10
17. H 0.01
18. H -0.01
19. H 0.26
20. H 0.01
21. H -0.02


Please write out number 2 again, unchanged.
Computed, not measured: C16H16Cl5CuO5PS as an isolated structure, with ωB97M-V/def2-TZVPD.

Expectation value of S²   0.753
ΔE to the lowest compared entry with this formula, charge and spin   99.6 kJ/mol
Net charge   0
Calculated total energy   -154466.6483 eV
2S+1   2
HOMO (spin up / spin down)   -8.4 / -8.4 eV
Strongest force on any atom   1.33 eV/Å

Element x y z (Å)
Cu: 0.286 0.434 -0.158
Cl: 5.768 0.697 4.036
C: 4.247 0.396 3.314
C: 4.132 0.298 1.923
Cl: 5.530 0.428 0.945
C: 2.891 0.095 1.351
Cl: 2.661 0.042 -0.368
C: 1.710 -0.042 2.120
O: 0.564 -0.274 1.601
C: 1.863 0.070 3.527
Cl: 0.445 -0.092 4.468
C: 3.104 0.273 4.109
Cl: 3.231 0.389 5.810
C: -2.369 2.908 0.253
P: -0.614 3.288 0.531
C: -0.268 2.955 2.289
C: -0.402 5.076 0.226
O: 0.340 2.532 -0.355
H: -2.996 3.488 0.927
H: -2.532 1.841 0.405
H: -2.622 3.140 -0.780
H: -0.805 3.639 2.941
H: 0.804 3.044 2.459
H: -0.570 1.928 2.498
H: -1.028 5.664 0.891
H: -0.671 5.277 -0.809
H: 0.644 5.333 0.372
C: -0.274 -4.671 -4.628
C: -0.828 -3.836 -3.514
C: -1.982 -3.083 -3.702
C: -2.469 -2.280 -2.686
C: -1.806 -2.246 -1.481
C: -0.663 -2.986 -1.261
C: -0.183 -3.791 -2.280
S: -2.321 -1.060 -0.258
O: -3.686 -0.681 -0.496
O: -2.001 -1.540 1.057
O: -1.415 0.095 -0.677
H: -0.681 -4.349 -5.582
H: -0.527 -5.720 -4.487
H: 0.808 -4.586 -4.656
H: -2.495 -3.119 -4.653
H: -3.350 -1.668 -2.800
H: -0.175 -2.919 -0.300
H: 0.708 -4.386 -2.127

Calculated atomic charges, method Löwdin, unit e:
1. Cu 0.57
2. Cl 0.68
3. C -0.73
4. C -0.71
5. Cl 0.71
6. C -0.55
7. Cl 0.84
8. C -0.48
9. O -0.17
10. C -0.62
11. Cl 0.75
12. C -0.71
13. Cl 0.71
14. C -0.15
15. P 0.61
16. C -0.15
17. C -0.16
18. O -0.40
19. H 0.06
20. H 0.03
21. H 0.07
22. H 0.06
23. H 0.06
24. H 0.03
25. H 0.05
26. H 0.06
27. H 0.06
28. C -0.05
29. C -0.27
30. C -0.03
31. C -0.05
32. C -0.28
33. C -0.05
34. C -0.03
35. S 0.52
36. O -0.29
37. O -0.28
38. O -0.41
39. H 0.07
40. H 0.09
41. H 0.08
42. H 0.11
43. H 0.11
44. H 0.12
45. H 0.12


Q: Which formula does entry 3 have?
A: C7H13O


Q: What is the formula in the third record?
A: C7H13O


Q: What is the ΔE to the lowest compared entry with this formula, charge and spin in the third record?
A: 679.3 kJ/mol